1.
ORCA calculation (ωB97M-V with the def2-TZVPD basis set) on a cluster of 3 separate species, C5H15N2O in total at a distorted geometry.

Element x y z (Å)
O1 -0.0176 0.1392 -0.3574
N1 -1.2660 2.0150 0.6158
N2 2.6607 0.0335 -2.1188
C1 3.2955 -2.4235 0.8150
C2 -1.3516 -0.0516 -0.5416
C3 2.3566 -1.7396 1.5368
C4 -1.9957 0.7306 0.5782
C5 -3.5470 1.0273 0.2055
H1 2.3892 -0.3696 -2.9661
H2 -3.4380 1.5662 -0.7742
H3 -0.3325 1.9885 0.3775
H4 -1.7100 -1.0979 -0.4686
H5 -4.1928 0.1681 0.0366
H6 3.6601 -1.9359 -0.1423
H7 1.6338 -1.0160 1.0783
H8 -4.0536 1.7238 0.8712
H9 1.8655 0.0937 -1.4268
H10 2.4520 -1.7515 2.6112
H11 -1.7057 0.3711 -1.4976
H12 3.1995 0.8539 -2.2378
H13 -1.9153 0.2163 1.5505
H14 -1.6263 2.8986 1.2324
H15 3.6391 -3.4402 1.0222

- HOMO level (spin up / spin down) (eV) = -16.19 / -17.37
- Kohn-Sham gap (spin up / spin down) (eV) = 3.604 / 5.470
- <S²> = 1.526
- F_max (eV/A) = 5.23
- charge = +2
- energy above the lowest of the compared OMol25 structures with the same formula, charge and spin (kcal per mole) = 211.8
- E_tot (eV) = -10429.386
- E_LUMO (spin up / spin down) (Ha) = -0.46250 / -0.43739
- spin multiplicity = 2


2.
ORCA calculation (ωB97M-V with the def2-TZVPD basis set) on the molecule C6H7P at a distorted geometry.

Element x y z (Å)
P1 0.7175 -0.9421 -1.8726
C1 -0.7728 -1.4131 -1.2743
C2 0.6372 0.8594 0.2915
C3 -1.8508 -2.0490 -0.7923
C4 0.5603 2.1969 0.5100
C5 0.1712 -0.0631 1.2471
C6 1.3494 0.2100 -0.7926
H1 -0.2741 0.4300 2.1663
H2 0.7204 -1.0551 1.2443
H3 0.7102 3.0246 -0.2055
H4 -2.8273 -1.6715 -1.0014
H5 2.3828 0.5972 -0.8938
H6 0.1128 2.6016 1.3744
H7 -1.6368 -2.7257 -0.0011

- HOMO level (spin up / spin down) (eV) = -7.92 / -7.95
- Kohn-Sham gap (spin up / spin down) (eV) = 7.482 / 6.970
- F_max (eV/A) = 3.50
- charge = 0
- energy above the lowest of the compared OMol25 structures with the same formula, charge and spin (kcal per mole) = 126.9
- E_tot (eV) = -15618.214
- E_LUMO (spin up / spin down) (Ha) = -0.01611 / -0.03596
- spin multiplicity = 1


3.
ORCA calculation (ωB97M-V with the def2-TZVPD basis set) on a cluster of 2 separate species, Br2H4Si2 in total at a distorted geometry.

Element x y z (Å)
Br1 1.1270 3.0608 -1.2378
Br2 -3.2268 2.6618 1.1988
Si1 -0.4174 -0.3808 -0.3269
Si2 0.1289 1.7898 0.2853
H1 0.3041 -1.2580 0.6035
H2 0.4125 2.5238 1.5055
H3 0.1286 -0.5587 -1.6797
H4 -1.8536 -0.5927 -0.2834

- HOMO level (spin up / spin down) (eV) = -8.55 / -8.55
- Kohn-Sham gap (spin up / spin down) (eV) = 6.052 / 6.053
- F_max (eV/A) = 2.00
- charge = 0
- energy above the lowest of the compared OMol25 structures with the same formula, charge and spin (kcal per mole) = 71.7
- E_tot (eV) = -155903.722
- E_LUMO (spin up / spin down) (Ha) = -0.09184 / -0.09181
- spin multiplicity = 1


4.
ORCA calculation (ωB97M-V with the def2-TZVPD basis set) on a structure of composition C10CsF30KLiN5O20S10 at a distorted geometry.

Element x y z (Å)
Cs1 3.6607 -1.8698 2.7182
K1 2.6201 -1.3606 -4.0319
S1 4.9476 -2.9797 -1.1369
S2 -0.8837 7.2594 3.3089
S3 2.7062 -2.7557 -7.6757
S4 0.3288 -2.7905 -6.8426
S5 5.7033 -0.6271 -1.3591
S6 0.6349 0.4000 0.4970
S7 -3.4705 8.0574 3.8947
S8 0.1097 1.2345 2.8030
S9 -4.8226 -1.5944 3.3600
S10 -3.1878 -3.0130 1.7627
F1 -1.2234 6.5398 5.9142
F2 5.1038 -3.6979 -7.1092
F3 -1.6398 -2.3259 3.8609
F4 -4.0644 5.9552 5.3652
F5 -7.2025 -2.7249 2.9652
F6 -1.5988 -4.4784 3.2807
F7 4.8224 -4.6690 -3.2054
F8 -5.3684 6.1902 3.6101
F9 -2.1666 2.3287 3.4093
F10 3.5211 -5.1402 -6.8823
F11 -1.3223 4.9150 4.5519
F12 -6.2123 -2.3222 1.1052
F13 4.1540 -4.6389 -8.8867
F14 -7.0748 -0.6686 2.3223
F15 -0.2473 -2.3529 -4.2040
F16 4.3483 -5.4826 -1.2622
F17 -5.5847 7.4422 5.3786
F18 -0.9117 2.2591 5.1379
F19 3.7533 1.1839 -1.0682
F20 0.6154 5.7656 5.0221
F21 2.8520 -4.3013 -2.2847
F22 -1.9663 -2.5599 -5.5036
F23 4.4680 0.9936 -3.1654
F24 -1.1961 0.1402 -1.3930
F25 -0.5728 -1.7443 -0.5251
F26 -1.9642 0.4834 4.4390
F27 0.7111 -0.7447 -1.9360
F28 5.6324 2.0442 -1.7873
F29 -0.5294 -3.0134 2.1797
F30 -0.7506 -4.3136 -4.9280
O1 -2.9286 8.5429 5.1395
O2 5.8747 -0.5005 0.0885
O3 6.8901 -0.7525 -2.1809
O4 1.0141 1.6590 -0.0397
O5 1.7039 -0.4626 0.9954
O6 -4.3190 8.9102 3.0756
O7 2.0832 -2.7756 -8.9760
O8 -4.9777 -0.3185 4.0633
O9 0.8649 0.2041 3.4653
O10 -0.4274 8.5400 3.8068
O11 4.2178 -2.9326 0.1183
O12 3.4552 -1.5325 -7.4159
O13 0.7178 2.5134 2.5811
O14 -4.6665 -2.7437 4.2145
O15 0.1478 -1.4143 -7.2842
O16 -2.6743 -2.8597 0.4182
O17 -0.2567 -3.7720 -7.7367
O18 -3.9423 -4.2155 1.9856
O19 -0.0984 6.7586 2.2223
O20 6.3230 -3.3836 -1.0399
N1 -3.7083 -1.4305 2.2411
N2 -0.6814 0.5893 1.6173
N3 -2.5252 7.2421 2.9677
N4 4.6069 -1.7515 -2.0483
N5 1.7641 -3.1424 -6.2957
C1 -0.7490 -3.0267 -5.2401
C2 -0.6452 6.0846 4.8301
C3 4.8050 1.0188 -1.8821
C4 -1.2646 1.5474 4.0781
C5 -1.6593 -3.2200 2.8879
C6 -4.7159 6.8396 4.5732
C7 -0.1653 -0.5748 -0.9248
C8 3.9964 -4.1613 -7.6949
C9 4.1506 -4.4468 -2.0773
C10 -6.4616 -1.8484 2.3132
Li1 -2.4808 -0.2069 1.4538

- HOMO level (eV) = -5.60
- Kohn-Sham gap (eV) = 7.612
- F_max (eV/A) = 4.67
- charge = -2
- E_tot (eV) = -265726.212
- E_LUMO (Ha) = 0.07387
- spin multiplicity = 1